112
Properties=species:S:1:pos:R:3:forces:R:3:mulliken_charge:R:1 method="wB97M-V/def2-TZVPD" total_charge=-1 e_tot_ha=-6581.19035 orbital_gap_ha="0.2563 / 0.2646" s2=6.0099 spin_multiplicity=5
Fe -1.300075 0.033911 0.035551 -1.0 -0.2 0.3 0.705
Cl -0.478750 2.521722 -0.371428 0.3 0.2 -0.1 -0.068
C -2.168874 2.756367 0.064748 -0.1 0.0 0.0 0.876
C -2.889056 1.590163 0.242013 0.5 0.2 -0.1 -0.944
C -4.221620 1.796189 0.551197 -0.1 0.0 0.0 0.636
Cl -5.256893 0.402903 0.736252 0.0 0.0 0.0 -0.153
C -4.790860 3.061609 0.694288 0.0 0.0 0.0 -0.035
Cl -6.465447 3.248773 1.082103 0.0 0.0 0.0 -0.210
C -3.997591 4.198534 0.528761 0.0 0.0 0.0 0.451
Cl -4.665900 5.776667 0.734444 0.0 0.0 0.0 -0.230
C -2.654983 4.048436 0.198378 0.1 0.0 0.0 -0.207
Cl -1.637725 5.427150 -0.035339 0.0 0.0 0.0 -0.201
C -0.869412 2.698459 3.089167 -0.1 0.1 0.0 -0.546
Si -1.573653 0.991034 3.459162 0.1 0.1 0.2 0.862
C -0.818117 0.527391 5.136927 0.1 -0.1 0.0 -1.595
C -3.426080 1.139462 3.766318 -0.1 0.0 0.0 -1.250
N -1.129899 -0.143929 2.234808 0.1 -0.2 -0.6 0.777
C -0.958455 -1.463016 2.547558 -0.1 -0.1 0.3 0.781
C -1.455329 -2.159781 3.676192 -0.1 0.1 -0.1 -0.388
C -1.186928 -3.504056 3.895626 0.0 0.0 0.0 -0.991
C -0.424347 -4.250785 3.005974 0.0 0.1 0.0 -0.994
C 0.060853 -3.618281 1.863704 0.0 0.0 0.0 -0.818
C -0.223246 -2.289949 1.689247 0.0 0.1 -0.2 -0.860
F 0.234433 -1.652212 0.561089 0.4 -0.1 -0.1 0.677
H -1.642193 3.471092 3.151105 0.0 0.0 0.0 0.401
H -0.421215 2.748937 2.100623 0.0 0.0 0.0 -0.472
H -0.087910 2.948905 3.811472 0.0 0.0 0.0 0.539
H -0.591983 1.439037 5.697306 0.0 0.0 0.0 0.525
H 0.111917 -0.037004 5.017963 0.0 0.0 0.0 0.299
H -1.493575 -0.075870 5.747438 0.1 0.0 0.0 0.409
H -3.635730 1.221923 4.836955 0.0 0.0 0.0 0.445
H -3.952652 0.262338 3.382290 0.0 0.0 0.0 0.234
H -3.850883 2.016003 3.273483 0.0 0.0 0.0 0.260
H -2.082744 -1.623441 4.375524 0.0 -0.1 0.0 0.351
H -1.595370 -3.982909 4.778144 0.0 0.0 0.0 0.393
H -0.213804 -5.295974 3.186171 0.0 0.0 0.0 0.369
H 0.647838 -4.139878 1.118098 0.0 0.0 0.0 0.461
C 1.165664 -1.062021 -3.332984 0.1 0.1 0.0 -0.461
Si -0.530593 -1.767085 -2.967810 -0.2 0.0 -0.1 0.060
C -1.101987 -2.559662 -4.590772 -0.1 0.0 -0.1 -1.414
C -0.382660 -3.303086 -1.887004 0.0 -0.1 0.0 -0.374
C -1.727875 -0.486671 -2.325351 0.1 0.1 0.3 1.890
C -2.865046 -1.216206 -1.735328 -0.1 -0.2 -0.2 -1.231
C -4.091704 -1.519199 -2.360589 0.1 -0.1 0.0 -0.710
C -5.020221 -2.306383 -1.713646 0.0 0.0 0.0 -0.749
C -4.752566 -2.789928 -0.434490 0.0 0.0 -0.1 -1.299
C -3.562079 -2.414303 0.150487 0.1 0.0 -0.1 -0.374
N -2.661507 -1.655992 -0.474991 0.0 0.1 0.4 0.843
Si -2.202583 0.853842 -3.535355 0.0 0.0 0.0 0.460
C -0.837242 2.099313 -3.897447 0.0 0.0 0.0 -0.857
C -2.648265 0.287632 -5.291950 0.0 -0.1 0.0 -1.430
C -3.730520 1.802074 -2.959751 -0.1 0.0 0.1 -0.927
H 1.826417 -1.842897 -3.723262 0.0 0.0 0.0 0.462
H 1.629358 -0.637654 -2.440418 0.0 0.1 -0.1 -0.358
H 1.103378 -0.272137 -4.084195 0.0 0.0 0.0 0.397
H -0.523374 -3.464864 -4.804288 0.0 0.0 0.1 0.356
H -0.996757 -1.890922 -5.441751 0.0 0.0 -0.1 0.315
H -2.156670 -2.846757 -4.519477 0.0 0.0 0.0 0.339
H 0.579191 -3.800888 -2.055005 0.0 0.0 0.0 0.329
H -1.173400 -4.007623 -2.162891 0.0 0.0 0.0 0.512
H -0.489635 -3.101061 -0.832285 0.0 0.0 0.1 -0.569
H -4.280404 -1.159425 -3.363590 0.0 0.0 0.0 0.266
H -5.953550 -2.555387 -2.205477 0.0 0.0 0.0 0.424
H -5.457843 -3.411058 0.100121 0.0 0.0 0.0 0.414
H -3.305431 -2.721103 1.159958 0.0 0.0 0.0 0.205
H 0.092104 1.604527 -4.184817 0.0 0.0 0.0 0.173
H -0.619618 2.756751 -3.057970 0.0 0.0 0.0 0.127
H -1.151811 2.723829 -4.740369 0.0 0.0 0.0 0.404
H -1.748195 0.042548 -5.857210 0.0 0.0 -0.1 0.283
H -3.150496 1.106582 -5.816708 0.0 0.0 0.0 0.391
H -3.303526 -0.586129 -5.323035 0.0 0.0 0.0 0.351
H -3.458906 2.780101 -2.552850 0.0 0.0 0.0 0.225
H -4.267635 1.263534 -2.177856 0.0 0.0 0.0 0.135
H -4.423531 1.965569 -3.790121 0.0 0.0 0.0 0.565
C 5.141133 2.195733 -0.551645 0.0 0.0 0.0 -2.086
C 3.627815 2.042385 -0.404844 -0.1 0.0 0.0 2.245
C 3.063391 3.258658 0.341520 0.0 0.0 0.0 -2.059
C 3.028703 2.036441 -1.819647 0.0 0.0 0.0 -1.813
P 2.911154 0.485411 0.400423 0.1 0.0 0.0 1.006
C 3.945968 -0.902904 -0.248594 0.0 0.0 0.0 0.390
C 5.338570 -1.018069 -0.182843 0.0 0.0 0.0 -0.526
C 5.989566 -2.149530 -0.653557 0.0 0.0 0.0 -1.011
C 5.263102 -3.200886 -1.198861 0.0 0.0 0.0 -0.742
C 3.881527 -3.112934 -1.260267 0.0 0.0 0.0 -0.895
C 3.235454 -1.976723 -0.787236 0.0 0.0 0.0 0.590
C 3.318314 0.448781 2.247309 -0.1 0.0 0.0 2.691
C 3.191719 -1.016323 2.684418 0.0 0.0 0.0 -2.303
C 4.675452 0.985423 2.697960 0.0 -0.1 0.0 -1.850
C 2.196877 1.226122 2.950296 0.0 0.0 0.0 -2.252
H 5.351053 3.186423 -0.971007 0.0 0.0 0.0 0.530
H 5.547509 1.459062 -1.242913 0.0 -0.1 0.0 0.400
H 5.676436 2.120238 0.393632 0.0 0.0 0.0 0.266
H 3.175868 4.150617 -0.283378 0.0 0.0 0.0 0.565
H 3.586691 3.443453 1.280286 0.0 0.0 0.0 0.239
H 2.000844 3.143461 0.561750 0.0 0.0 0.0 0.284
H 3.282661 2.972764 -2.327850 0.0 0.0 0.0 0.616
H 1.940727 1.946653 -1.801769 0.0 0.0 0.0 0.143
H 3.425109 1.209897 -2.414744 0.0 0.0 0.0 0.296
H 5.931382 -0.226663 0.248199 0.0 0.1 0.0 0.320
H 7.069502 -2.211933 -0.589026 0.0 0.0 0.0 0.425
H 5.772749 -4.082465 -1.567716 0.0 0.0 0.0 0.370
H 3.299749 -3.927695 -1.674637 0.0 0.0 0.0 0.498
H 2.154457 -1.927723 -0.827584 0.1 0.0 0.0 -0.262
H 3.955506 -1.650839 2.232763 0.0 0.0 0.0 0.308
H 2.209890 -1.426698 2.432707 0.0 0.0 0.0 0.539
H 3.303171 -1.070036 3.772331 0.0 0.0 0.0 0.556
H 5.501490 0.397573 2.294050 0.0 0.0 0.0 0.284
H 4.733228 0.917953 3.790036 0.0 0.0 0.0 0.500
H 4.822508 2.030053 2.428000 0.0 0.0 0.0 0.311
H 1.217136 0.835743 2.665238 0.0 0.0 0.0 -0.033
H 2.215869 2.290853 2.718317 0.0 0.0 0.0 0.147
H 2.303453 1.119925 4.036030 0.0 0.0 0.0 0.652